The molecule C6H9ClO in a non-equilibrium geometry. Source: OMol25; level of theory: ωB97M-V/def2-TZVPD.

Geometry as XYZ:
```
17
Properties=species:S:1:pos:R:3
Cl 2.70049 -1.02745 -0.79892
O -1.78638 -1.56707 0.67389
C 2.68441 0.11475 0.54075
C 1.60811 0.86137 0.79633
C 0.44020 1.08166 -0.05183
C -1.78201 0.45466 -1.16525
C -0.51121 -1.19377 0.24723
C -0.54845 0.21208 -0.37061
H 1.69565 1.40332 1.76366
H -2.66427 0.50449 -0.51681
H 0.17350 -1.23390 1.04231
H -1.99207 -0.37124 -1.87811
H 0.25825 2.10317 -0.43442
H 3.66452 0.12898 1.04506
H -0.15372 -1.89843 -0.48389
H -1.77912 1.36113 -1.78787
H -2.00790 -0.93376 1.37848
```

Results
total charge	0
HOMO level	-9.150	eV
SMILES	C/C(=C/C=C\Cl)CO
energy relative to the best compared isomer or geometry (same formula, charge and spin)	1.368	eV
gap between HOMO and LUMO	0.36365	Eh